(1)
{"formula": "C29H66IN3O15S5", "method": "wB97M-V/def2-TZVPD", "total_charge": 0, "homo_ha": -0.2078, "total_energy_ev": -128586.443, "orbital_gap_ha": 0.155, "symbols": ["C", "C", "O", "N", "H", "H", "C", "H", "H", "H", "H", "H", "H", "C", "C", "O", "N", "H", "H", "C", "H", "H", "H", "H", "H", "H", "C", "C", "O", "N", "H", "H", "C", "H", "H", "H", "H", "H", "H", "I", "O", "H", "O", "H", "C", "C", "C", "S", "O", "O", "C", "H", "H", "H", "H", "H", "H", "H", "H", "C", "C", "C", "S", "O", "O", "C", "H", "H", "H", "H", "H", "H", "H", "H", "C", "C", "C", "S", "O", "O", "C", "H", "H", "H", "H", "H", "H", "H", "H", "C", "C", "C", "S", "O", "O", "C", "H", "H", "H", "H", "H", "H", "H", "H", "C", "C", "C", "S", "O", "O", "C", "H", "H", "H", "H", "H", "H", "H", "H"], "coordinates": [[0.2790, -0.5461, 1.3933], [0.0463, 0.8964, 1.7499], [0.8355, 1.4183, 2.5556], [-1.2459, 1.5765, 1.2143], [-1.4708, 1.0554, 0.1964], [-1.9261, 1.1247, 1.8146], [-1.2120, 3.0350, 1.2280], [-0.1608, -1.1911, 1.9674], [1.2477, -0.6707, 1.0017], [-0.4353, -0.8634, 0.5388], [-1.1133, 3.4633, 2.2600], [-2.1144, 3.4014, 0.8332], [-0.3358, 3.2655, 0.7669], [-4.1855, 0.9313, 5.9406], [-2.9992, -0.0349, 6.2569], [-2.7494, -0.4900, 7.3748], [-2.0102, -0.3425, 5.1002], [-2.1183, -1.3891, 4.8264], [-2.3467, 0.3134, 4.2278], [-0.6644, -0.3594, 5.6234], [-4.7627, 1.1447, 6.8464], [-4.8018, 0.3418, 5.1926], [-3.9109, 1.8148, 5.4797], [-0.5050, -0.8507, 6.6507], [-0.1518, 0.5988, 5.6545], [-0.1817, -0.9961, 4.8855], [-5.1862, 1.7325, -0.0582], [-5.3105, 0.4168, 0.8124], [-6.3824, 0.1733, 1.3338], [-4.1271, -0.4050, 1.0535], [-3.3206, -0.2636, 0.3658], [-3.7087, 0.1857, 1.9913], [-4.3594, -1.8487, 1.0181], [-5.3669, 1.2388, -0.9467], [-4.0143, 2.1979, -0.1141], [-5.8017, 2.4433, 0.3340], [-4.9314, -1.9660, 1.9311], [-3.4550, -2.4007, 1.0765], [-4.8971, -2.3253, 0.2693], [-3.7778, 5.8245, 1.4111], [-2.9144, 0.7892, 2.9986], [-2.8483, 1.8288, 3.3518], [-2.4308, 0.0791, -0.7353], [-2.1975, -0.4308, -1.5041], [-0.7137, 2.0592, -2.9653], [0.0464, 2.2758, -4.2528], [-0.8111, 3.1306, -5.1049], [-1.3928, 4.3830, -4.0595], [-2.8595, 4.4433, -4.0212], [-0.5741, 5.5317, -4.1193], [-1.0574, 3.5842, -2.5221], [-0.2427, 1.6068, -2.0417], [-1.6297, 1.3680, -3.1138], [-0.1266, 1.2391, -4.6383], [0.9595, 2.9309, -4.2215], [-1.8844, 2.7730, -5.3896], [-0.5445, 3.5610, -6.1856], [-2.0312, 3.6375, -1.7231], [-0.1450, 4.1529, -2.2231], [-1.0046, -1.5444, -3.6320], [-0.5619, -2.5825, -2.5559], [-1.6302, -3.5285, -2.3795], [-2.4705, -3.6905, -4.0176], [-3.8654, -3.5510, -3.8380], [-1.9316, -4.8962, -4.4217], [-1.6504, -2.2583, -4.7722], [-0.1607, -0.9596, -3.9403], [-1.7915, -1.0057, -3.3027], [-0.4957, -2.3055, -1.5257], [0.3596, -3.0933, -2.7386], [-2.3656, -3.1940, -1.6890], [-1.0227, -4.4297, -1.9966], [-2.2386, -1.5309, -5.2478], [-0.7347, -2.7282, -5.3199], [0.8233, -6.1959, 1.4258], [2.2438, -6.5979, 1.1758], [2.9871, -5.3973, 0.8959], [2.0130, -4.4334, -0.0786], [2.2315, -4.5714, -1.5040], [2.1174, -3.1084, 0.4253], [0.4346, -5.0612, 0.4896], [0.5798, -5.6059, 2.3337], [0.1500, -7.0833, 1.4425], [2.3216, -7.1352, 0.2745], [2.6344, -7.1790, 1.9831], [4.0558, -5.4346, 0.5969], [3.0430, -4.7229, 1.9200], [-0.1846, -5.4143, -0.4076], [0.0333, -4.3148, 1.0341], [5.1146, 3.0838, 1.0601], [5.3658, 4.4712, 1.6669], [4.3282, 5.3595, 1.3490], [2.8292, 4.3245, 1.1242], [2.3944, 4.3661, -0.2633], [1.8080, 4.5884, 2.1391], [3.6701, 2.7577, 1.4133], [5.8048, 2.3109, 1.3346], [5.2007, 3.0074, -0.1319], [6.3395, 4.9834, 1.2350], [5.5175, 4.4804, 2.7647], [4.3306, 5.7752, 0.4071], [4.1289, 5.9837, 2.1999], [3.3402, 1.9568, 0.8595], [3.5473, 2.3154, 2.4940], [5.1095, -1.0306, -1.7761], [3.9393, -1.5418, -2.5477], [3.1215, -0.5801, -3.0876], [3.3467, 0.7368, -1.9480], [2.0847, 0.7774, -1.1760], [3.7947, 1.9071, -2.7256], [4.6105, 0.0733, -0.9036], [5.6972, -0.5802, -2.3874], [5.4006, -1.8295, -1.0975], [3.2124, -2.0888, -1.6178], [4.1398, -2.3474, -3.1077], [2.1111, -0.7480, -2.9006], [3.5010, -0.3027, -3.9703], [4.1739, -0.1770, -0.0164], [5.1486, 0.9267, -0.6059]]}



(2)
{"formula": "C29H67BBrN3O4PS", "method": "wB97M-V/def2-TZVPD", "total_charge": 1, "homo_ha": -0.4249, "total_energy_ev": -134658.718, "orbital_gap_ha": 0.258, "symbols": ["C", "C", "P", "C", "C", "N", "C", "C", "C", "C", "O", "C", "C", "O", "C", "N", "B", "O", "O", "N", "S", "Br", "H", "H", "H", "H", "H", "H", "H", "H", "H", "H", "H", "H", "H", "H", "H", "H", "H", "H", "H", "H", "H", "H", "H", "H", "H", "C", "C", "C", "C", "C", "C", "H", "H", "H", "H", "H", "H", "H", "H", "H", "H", "H", "H", "H", "H", "C", "C", "C", "C", "C", "C", "H", "H", "H", "H", "H", "H", "H", "H", "H", "H", "H", "H", "H", "H", "C", "C", "C", "C", "C", "C", "H", "H", "H", "H", "H", "H", "H", "H", "H", "H", "H", "H", "H", "H"], "coordinates": [[-1.2510, -0.3592, -1.6863], [-0.1945, -0.2427, -2.8044], [-0.9992, -0.0840, -4.4418], [0.1646, 0.5429, -5.7424], [1.4030, 1.3578, -5.2464], [-2.4135, 0.9886, -4.2342], [-1.9161, 2.4028, -4.0929], [-2.8595, 3.3003, -3.2917], [-2.2325, 4.6721, -3.0160], [-0.8792, 4.5734, -2.2948], [0.2393, 4.3254, -3.1652], [0.5744, 5.4053, -3.9431], [0.3067, 5.2601, -5.4322], [1.0617, 6.3621, -3.5242], [-3.2813, 0.8287, -5.2257], [-4.1187, -0.1516, -5.2017], [-4.1905, -1.2025, -4.1186], [-3.7610, -2.4556, -4.4272], [-4.6956, -0.9731, -2.9020], [-3.3479, 1.7348, -6.3370], [-4.8822, 2.5866, -6.4190], [-2.9829, 0.8147, -7.9394], [-2.1078, -0.9692, -1.9831], [-1.6601, 0.6213, -1.4211], [-0.7821, -0.7357, -0.7777], [0.5373, -1.0496, -2.7606], [0.3678, 0.6750, -2.5717], [0.5383, -0.3565, -6.2350], [-0.4182, 1.0868, -6.4923], [1.4810, 2.2594, -5.8591], [1.3424, 1.6817, -4.2082], [2.2963, 0.7622, -5.4258], [-0.9944, 2.3359, -3.5081], [-1.6132, 2.8521, -5.0420], [-3.7873, 3.4930, -3.8417], [-3.0936, 2.8278, -2.3329], [-2.0879, 5.2517, -3.9332], [-2.8849, 5.2770, -2.3811], [-0.6483, 5.4380, -1.6661], [-0.9354, 3.7144, -1.6149], [0.4616, 4.2199, -5.7450], [-0.7385, 5.4863, -5.6569], [0.9839, 5.8667, -6.0269], [-4.7746, -0.2406, -5.9766], [-3.3042, -2.4108, -5.2823], [-4.6737, -1.8272, -2.4382], [-5.4101, 2.3854, -5.1823], [-1.8390, 1.9686, 5.1584], [-2.1435, 1.9948, 3.6641], [-1.5792, 0.7915, 2.9105], [-0.0549, 0.6598, 2.9362], [0.7137, 1.8611, 2.3904], [0.4302, 2.1323, 0.9177], [-0.7661, 2.0073, 5.3537], [-2.2935, 2.8278, 5.6537], [-2.2399, 1.0647, 5.6216], [-1.7698, 2.9267, 3.2293], [-3.2287, 2.0081, 3.5296], [-1.9239, 0.8335, 1.8710], [-2.0094, -0.1234, 3.3308], [0.2246, -0.2297, 2.3603], [0.2756, 0.4684, 3.9610], [1.7838, 1.6706, 2.5093], [0.4981, 2.7561, 2.9798], [0.6812, 1.2589, 0.3085], [1.0284, 2.9737, 0.5620], [-0.6210, 2.3804, 0.7489], [-1.0493, -2.9400, 1.5594], [0.2125, -3.6869, 1.9710], [1.2017, -3.8827, 0.8237], [0.6855, -4.7252, -0.3445], [0.2217, -6.1326, 0.0276], [1.3344, -7.0052, 0.5994], [-1.6197, -3.4871, 0.8059], [-1.6993, -2.7952, 2.4241], [-0.8003, -1.9548, 1.1568], [-0.0570, -4.6503, 2.4115], [0.7100, -3.1175, 2.7617], [2.1169, -4.3314, 1.2201], [1.4947, -2.8993, 0.4369], [1.4796, -4.7997, -1.0949], [-0.1415, -4.2003, -0.8353], [-0.1713, -6.6148, -0.8720], [-0.6106, -6.0865, 0.7356], [2.1590, -7.0999, -0.1102], [0.9595, -8.0071, 0.8126], [1.7292, -6.5976, 1.5315], [3.2299, -3.2386, 4.6136], [2.7426, -1.8487, 5.0128], [3.8015, -0.7607, 4.8426], [5.0541, -0.9320, 5.7033], [4.7995, -1.0107, 7.2078], [4.1726, 0.2552, 7.7835], [4.0586, -3.5735, 5.2388], [2.4218, -3.9651, 4.7209], [3.5578, -3.2505, 3.5710], [2.3801, -1.8694, 6.0443], [1.8799, -1.5895, 4.3903], [3.3452, 0.2120, 5.0528], [4.1079, -0.7258, 3.7912], [5.7302, -0.0952, 5.5007], [5.5911, -1.8320, 5.3897], [5.7550, -1.1849, 7.7097], [4.1704, -1.8734, 7.4449], [4.8065, 1.1243, 7.5953], [4.0470, 0.1601, 8.8631], [3.1877, 0.4497, 7.3548]]}